Arrangement one

An isolated molecule of C3H9N3O2. Source: the Open Molecules 2025 dataset; level of theory: wB97M-V/def2-TZVPD.

Summary:
orbital gap	9.66	eV
HOMO	-9.0	eV
lowest unoccupied orbital energy	0.658	eV

Each atom is followed by the atoms it is bonded to, with distances in Å.
Cartesian coordinates (Å):
1 C -1.03452 -0.55787 -0.66022  N3 1.330, N6 1.345, H10 1.078
2 C 1.70042 -0.97117 1.16100  C4 1.503, H15 1.087, H16 1.091, H17 1.087
3 N 0.15487 0.01439 -0.81985  C1 1.330, C4 1.834, N5 1.412
4 C 0.85068 0.23242 0.86282  C2 1.503, N3 1.834, O7 1.680, O8 1.215
5 N 0.14727 1.24277 -1.51707  N3 1.412, H11 1.022, H12 1.014
6 N -2.17123 -0.07881 -1.19728  C1 1.345, H13 1.005, H14 1.012
7 O -0.61209 -0.13507 1.60358  C4 1.680, H9 0.968
8 O 1.22984 1.38135 0.97452  C4 1.215
9 H -0.99214 0.71938 1.85441  O7 0.968
10 H -1.05536 -1.55868 -0.26014  C1 1.078
11 H 0.02376 1.99328 -0.83406  N5 1.022
12 H 1.07929 1.36499 -1.89854  N5 1.014
13 H -2.99397 -0.65582 -1.19863  N6 1.005
14 H -2.09914 0.78106 -1.72568  N6 1.012
15 H 1.12526 -1.89328 1.18752  C2 1.087
16 H 2.43516 -1.06162 0.35954  C2 1.091
17 H 2.21191 -0.81732 2.10805  C2 1.087

***

Arrangement two

An isolated molecule of C3H9N3O2. Source: the Open Molecules 2025 dataset; level of theory: wB97M-V/def2-TZVPD.

Summary:
orbital gap (alpha / beta)	9.18 / 9.20	eV
HOMO (alpha / beta)	-8.8 / -8.9	eV
lowest unoccupied orbital energy (alpha / beta)	0.339 / 0.343	eV

Each atom is followed by the atoms it is bonded to, with distances in Å.
Cartesian coordinates (Å):
1 C 0.44559 -0.47115 2.00092  C3 1.528, H9 0.992, H10 1.135, H11 1.082
2 C 0.88500 -1.07046 -0.36899  C3 1.534, H12 1.118, H13 1.075, H14 1.099
3 C -0.14926 -0.47210 0.59298  C1 1.528, C2 1.534, N4 1.386, H15 1.106
4 N -0.45170 0.84033 0.26465  C3 1.386, N6 1.632, H16 0.990
5 N -0.29836 1.51446 -1.90994  N6 1.293, O7 1.278, H17 0.994
6 N -1.13132 0.80778 -1.21824  N4 1.632, N5 1.293, O8 1.211
7 O -0.36523 1.60356 -3.18323  N5 1.278
8 O -2.22409 0.31042 -1.37588  N6 1.211
9 H 1.41274 -0.29705 1.86761  C1 0.992
10 H -0.07081 0.35172 2.58694  C1 1.135
11 H 0.21673 -1.41035 2.48588  C1 1.082
12 H 1.88384 -0.56928 -0.32607  C2 1.118
13 H 0.41647 -0.94955 -1.32871  C2 1.075
14 H 0.99461 -2.09702 0.00812  C2 1.099
15 H -1.10111 -1.01860 0.45853  C3 1.106
16 H -1.05201 1.24834 0.93837  N4 0.990
17 H 0.58891 1.67895 -1.49293  N5 0.994

***

Most stable: arrangement one (next structure +0.1698 hartree)